Below is a single C7H12N2 molecule at a distorted geometry, with properties calculated with ωB97M-V/def2-TZVPD.

Geometry as XYZ:
```
21
Properties=species:S:1:pos:R:3
C 0.85 -0.38 -1.78
C 1.16 0.51 -0.86
C 0.96 0.70 0.62
C 0.17 1.89 0.90
N -0.96 1.07 1.04
C -0.23 -0.11 1.24
C -0.77 -1.36 0.64
N -1.32 -1.04 -0.66
C -0.40 -1.32 -1.67
H 1.36 -0.28 -2.74
H 2.06 1.15 -1.14
H 2.04 0.62 1.11
H 0.06 2.70 0.20
H 0.49 2.26 1.91
H -1.75 1.32 1.76
H 0.16 -0.36 2.20
H -1.44 -1.85 1.35
H 0.17 -1.92 0.57
H -1.73 -0.16 -0.64
H -0.95 -1.12 -2.58
H 0.08 -2.33 -1.47
```

Computed properties:
HOMO level = -8.24 eV
SMILES string = C1=C[C@H]2CN[C@H]2CNC1


Below is a molecular structure, H4INSi at a distorted geometry, with properties calculated with ωB97M-V/def2-TZVPD.

Geometry as XYZ:
```
7
Properties=species:S:1:pos:R:3
N 0.79 -0.33 -0.50
Si -0.11 0.53 0.62
I 0.70 0.96 2.91
H 1.50 0.18 -1.11
H 1.04 -1.33 -0.62
H -1.50 -0.61 1.02
H -0.62 1.91 0.35
```

Computed properties:
HOMO level = -9.29 eV


Below is a single C2H2O2S molecule, with properties calculated with ωB97M-V/def2-TZVPD.

Geometry as XYZ:
```
7
Properties=species:S:1:pos:R:3
O -0.52 -2.00 -0.89
C -0.78 -0.88 -0.57
C 0.11 -0.12 0.41
O 0.61 -0.58 1.40
S 0.24 1.57 -0.18
H -1.66 -0.33 -0.93
H 1.05 1.99 0.79
```

Computed properties:
HOMO level = -10.09 eV
SMILES string = O=CC(=O)S


> HOMO level of number 1 (C7H12N2)?

-8.24 eV


> What is the formula in the third record?

C2H2O2S